Entry 1:
{"formula": "C2H6FO2Sr", "method": "wB97M-V/def2-TZVPD", "elements": ["O", "Sr", "H", "H", "H", "H", "H", "H", "C", "F", "C", "O"], "positions_angstrom": [[-0.261707, -0.561907, 0.081377], [0.267670, 1.691991, 2.516503], [0.093532, 0.234291, -1.628329], [1.399886, -1.766371, -0.181414], [0.059437, 1.573374, -1.053691], [-2.082458, 1.479184, 0.890323], [-0.162905, -2.585033, 0.203445], [0.130481, -1.909615, -1.442956], [-0.036204, 0.580251, -0.596252], [1.489740, 1.161611, 0.668159], [0.318224, -1.788335, -0.369395], [-1.215696, 1.890558, 0.912229]], "forces_ev_per_a": [[-0.613, 4.217, 1.230], [0.330, 0.018, -0.851], [0.870, -1.519, -0.582], [-0.371, 0.051, 0.022], [-1.074, 1.387, 3.188], [-0.309, 0.269, -0.060], [0.064, 0.292, -0.145], [0.036, -0.051, 0.218], [1.276, -3.714, -2.785], [-0.057, -0.177, 0.000], [0.372, -0.467, -0.879], [-0.524, -0.307, 0.643]], "orbital_gap_ev": 8.90, "total_energy_ev": -9810.126, "total_charge": 1, "fmax_ha_per_bohr": 0.0936, "multiplicity": 1}


Entry 2:
{"formula": "C2H6IN2S", "method": "wB97M-V/def2-TZVPD", "elements": ["H", "C", "I", "H", "H", "C", "N", "H", "H", "N", "S", "H"], "positions_angstrom": [[1.676030, -1.328066, -1.036312], [0.830927, -1.929351, -1.654550], [-1.693380, 0.038883, 2.820217], [-1.473222, 2.367446, 2.044687], [0.411041, -2.797871, -1.045999], [-0.132696, 0.323677, -1.109627], [0.017220, 1.276025, -0.437209], [0.055866, 2.061278, 2.526588], [1.439512, -2.432703, -2.505646], [-0.734468, 1.683113, 2.021745], [-0.365400, -0.740609, -2.289654], [-0.031430, 1.478179, 0.665762]], "forces_ev_per_a": [[-2.123, -1.564, -1.326], [3.660, -1.304, 0.846], [0.472, 0.009, 0.044], [0.026, 0.565, -0.278], [0.182, 1.581, -0.691], [0.095, 3.348, 1.541], [0.593, -2.183, -0.735], [-0.092, -0.249, 0.907], [-1.331, 1.125, 1.093], [0.348, -0.208, -0.537], [-0.394, -1.523, -1.096], [-1.435, 0.403, 0.234]], "orbital_gap_ev": 9.03, "total_energy_ev": -24078.404, "total_charge": 1, "fmax_ha_per_bohr": 0.0773, "multiplicity": 1}


Entry 3:
{"formula": "C2H6INO", "method": "wB97M-V/def2-TZVPD", "elements": ["H", "H", "H", "H", "C", "C", "H", "I", "N", "H", "O"], "positions_angstrom": [[-1.081689, 0.787692, 1.311901], [-0.793248, -0.793704, 2.046380], [0.169123, 0.145763, -1.646252], [0.534774, 0.381095, 1.776911], [-0.353420, -0.014746, 1.320083], [0.808530, -0.160056, -0.841799], [1.435471, -1.065283, -1.247029], [-2.693704, -2.145524, -1.850214], [0.129491, -0.838301, 0.183263], [1.409837, 0.767716, -0.427253], [-0.302430, -2.014424, 0.043513]], "forces_ev_per_a": [[-0.287, 0.086, -1.388], [0.738, 1.221, -1.009], [-0.643, 0.327, -0.416], [0.454, 0.298, 0.351], [-0.208, -2.907, 2.184], [3.340, -0.919, -0.787], [-0.386, 2.278, 0.227], [0.331, 0.049, 0.258], [-2.186, 1.485, 1.970], [-1.056, -2.156, -0.869], [-0.098, 0.237, -0.522]], "orbital_gap_ev": [6.09, 9.57], "total_energy_ev": -13805.948, "fmax_ha_per_bohr": 0.0708, "multiplicity": 1}


Entry 4:
{"formula": "C2H6IOP", "method": "wB97M-V/def2-TZVPD", "elements": ["H", "H", "C", "H", "H", "I", "H", "P", "C", "H", "O"], "positions_angstrom": [[-2.003949, 0.693247, -0.405543], [1.009025, 1.445943, 0.682737], [1.239360, -0.805013, 0.099418], [2.201903, -0.577929, 0.464779], [0.395322, -2.506169, -0.052499], [0.221978, 2.145837, -2.328158], [-1.789862, -0.587460, 0.587340], [0.334425, 0.644411, -0.187712], [-1.356232, 0.429027, 0.395983], [-1.342490, 1.088808, 1.214908], [1.090519, -1.970700, -0.471254]], "forces_ev_per_a": [[-0.686, 1.232, -0.463], [0.111, 0.707, 0.503], [-1.249, 3.527, 0.933], [1.403, 0.200, 0.007], [0.165, 0.324, -0.265], [-0.259, 0.022, 0.202], [1.391, 0.620, 0.460], [1.187, -2.905, -0.125], [-0.563, -1.404, -1.464], [-0.883, 0.660, 1.165], [-0.616, -2.984, -0.953]], "orbital_gap_ev": 7.37, "smiles": "C[P@H](I)=CO", "total_energy_ev": -21605.978, "fmax_ha_per_bohr": 0.0750, "multiplicity": 1}


Entry 5:
{"formula": "C2H6N2", "method": "wB97M-V/def2-TZVPD", "elements": ["H", "N", "H", "H", "H", "N", "H", "H", "C", "C"], "positions_angstrom": [[1.117159, 0.662047, -0.871161], [1.682380, -0.621736, 0.552449], [1.466384, -1.133115, 1.393510], [-1.064170, -0.036492, 1.159199], [2.548207, -0.867466, 0.049028], [-1.571654, 0.497630, -0.853193], [-2.397723, -0.051728, -0.761695], [-1.839852, 1.468444, -0.725277], [0.687089, -0.001826, -0.119734], [-0.627820, 0.084241, 0.176873]], "forces_ev_per_a": [[-0.583, -0.808, -0.901], [0.464, 0.045, 0.593], [0.121, -0.308, -0.065], [0.294, -0.696, 0.107], [-0.279, 0.263, 0.281], [0.868, 1.039, 0.072], [-0.561, -0.347, -0.037], [-0.211, 0.035, -0.029], [-0.044, 0.599, 0.420], [-0.069, 0.179, -0.442]], "orbital_gap_ev": [2.85, 7.60], "s2": 0.751, "total_energy_ev": -5148.655, "total_charge": -1, "fmax_ha_per_bohr": 0.0264, "multiplicity": 2}


Entry 6:
{"formula": "C2H6N2", "method": "wB97M-V/def2-TZVPD", "elements": ["C", "N", "H", "H", "C", "H", "N", "H", "H", "H"], "positions_angstrom": [[0.389366, 0.839443, 0.086748], [-1.231146, -0.925914, -0.384714], [-1.569538, -1.348825, -1.237366], [0.696718, 1.856297, -0.093450], [-0.646764, 0.335319, -0.584243], [-0.640052, -1.566346, 0.128979], [1.096957, 0.199996, 1.119637], [2.069842, 0.467180, 1.157167], [-1.162800, 0.948773, -1.306300], [0.997417, -0.805924, 1.113542]], "forces_ev_per_a": [[-0.146, 0.019, -0.112], [0.122, -0.143, 0.188], [0.072, -0.037, 0.097], [-0.041, 0.114, -0.098], [0.093, 0.227, -0.023], [-0.179, -0.090, -0.147], [-0.105, -0.152, 0.030], [-0.049, -0.115, 0.000], [0.040, 0.120, -0.026], [0.193, 0.056, 0.090]], "orbital_gap_ev": 8.46, "smiles": "N/C=C\\N", "total_energy_ev": -5150.873, "fmax_ha_per_bohr": 0.0052, "multiplicity": 1}


Entry 7:
{"formula": "C2H6N2", "method": "wB97M-V/def2-TZVPD", "elements": ["N", "H", "H", "H", "C", "H", "H", "C", "H", "N"], "positions_angstrom": [[-1.041044, 0.287375, 1.065898], [1.484999, -1.162806, -0.618081], [-0.840068, -0.103726, 1.975384], [1.756964, -0.083377, 0.739164], [-0.258915, 0.297378, -0.140796], [-2.484740, -0.355733, -1.216281], [-0.531156, 1.260400, -0.669593], [1.278962, -0.119440, -0.227258], [1.867767, 0.635697, -0.949614], [-1.232769, -0.655767, 0.041180]], "forces_ev_per_a": [[-1.127, 0.340, -0.601], [-0.720, 1.170, 0.289], [0.564, -0.496, -0.227], [0.007, 0.230, 0.401], [3.155, 2.424, -0.299], [1.401, -0.198, 1.866], [0.612, -1.376, 0.165], [0.075, 0.880, -2.149], [-1.416, -1.665, 1.663], [-2.550, -1.307, -1.109]], "orbital_gap_ev": [8.99, 8.96], "total_energy_ev": -5145.605, "fmax_ha_per_bohr": 0.0776, "multiplicity": 1}


Entry 8:
{"formula": "C2H6N2", "method": "wB97M-V/def2-TZVPD", "elements": ["H", "H", "H", "H", "H", "N", "C", "C", "H", "N"], "positions_angstrom": [[-0.841403, 1.724719, -1.506340], [0.494721, -2.124831, -0.373624], [-0.275404, 1.747343, 0.240445], [0.569019, 0.096382, 1.362920], [-1.851468, 0.810388, -0.315233], [1.065500, -0.682090, 0.967079], [0.453612, -1.001504, -0.246976], [-0.756678, 1.133522, -0.598084], [1.178762, -1.564568, 1.508603], [-0.036662, -0.139364, -1.038793]], "forces_ev_per_a": [[0.068, 0.251, 0.237], [0.218, 1.268, -1.047], [-0.642, -0.772, -1.068], [0.305, 0.090, 0.932], [2.170, 0.631, -0.315], [-0.554, -1.791, -0.050], [0.616, 0.614, 0.387], [0.127, -1.423, 0.618], [-0.221, 1.599, 0.107], [-2.086, -0.469, 0.200]], "orbital_gap_ev": 9.69, "smiles": "C/N=C\\N", "total_energy_ev": -5150.112, "fmax_ha_per_bohr": 0.0444, "multiplicity": 1}


Entry 9:
{"formula": "C2H6N2", "method": "wB97M-V/def2-TZVPD", "elements": ["C", "H", "H", "N", "C", "H", "H", "H", "N", "H"], "positions_angstrom": [[0.322216, -0.292303, 0.406209], [0.002900, -0.552540, 1.444990], [-1.567731, -1.135072, -0.148753], [1.490966, 1.585576, 1.043443], [-0.751812, -0.340663, -0.607897], [2.164838, 2.342913, 0.812625], [-0.591214, -0.640139, -1.572066], [0.952776, -1.228183, 0.395519], [1.226191, 0.819731, 0.083091], [-1.386808, 0.558404, -0.748755]], "forces_ev_per_a": [[1.704, -1.678, 0.759], [-0.296, 1.898, -0.248], [1.864, 1.754, -1.318], [-0.666, -1.417, -0.360], [-4.932, -1.243, 2.897], [-0.401, -0.599, -0.812], [1.287, -1.041, -2.305], [-0.104, 0.804, -1.136], [0.864, 1.575, 1.854], [0.678, -0.052, 0.669]], "orbital_gap_ev": 10.04, "smiles": "[H]/N=N/CC", "total_energy_ev": -5149.071, "fmax_ha_per_bohr": 0.1138, "multiplicity": 1}


Entry 10:
{"formula": "C2H6N2", "method": "wB97M-V/def2-TZVPD", "elements": ["H", "H", "N", "H", "C", "C", "H", "H", "H", "N"], "positions_angstrom": [[-1.352492, -0.677951, -0.468067], [1.420990, 0.712790, 0.502190], [0.520698, 0.976296, -1.528751], [-0.968912, -1.593941, 1.769932], [0.576835, 0.347014, -0.049034], [-0.562436, -0.225264, 0.098581], [1.206448, 0.580711, -2.161775], [-0.240140, -0.235766, 2.292482], [-0.368429, 1.047304, -2.009595], [-0.232562, -0.931192, 1.554036]], "forces_ev_per_a": [[0.056, 0.449, -0.375], [-0.052, -0.593, 0.414], [1.715, 0.207, 1.852], [-0.052, 0.012, 0.168], [-0.918, 3.636, -8.098], [1.550, -3.713, 6.838], [-0.038, -0.027, 0.269], [-0.301, 0.112, -0.128], [-0.023, -0.356, 0.659], [-1.936, 0.272, -1.601]], "orbital_gap_ev": 9.50, "smiles": "N/C=C/N", "total_energy_ev": -5148.319, "fmax_ha_per_bohr": 0.1735, "multiplicity": 1}


Repeat the fourth record exactly.
{"formula": "C2H6IOP", "method": "wB97M-V/def2-TZVPD", "elements": ["H", "H", "C", "H", "H", "I", "H", "P", "C", "H", "O"], "positions_angstrom": [[-2.003949, 0.693247, -0.405543], [1.009025, 1.445943, 0.682737], [1.239360, -0.805013, 0.099418], [2.201903, -0.577929, 0.464779], [0.395322, -2.506169, -0.052499], [0.221978, 2.145837, -2.328158], [-1.789862, -0.587460, 0.587340], [0.334425, 0.644411, -0.187712], [-1.356232, 0.429027, 0.395983], [-1.342490, 1.088808, 1.214908], [1.090519, -1.970700, -0.471254]], "forces_ev_per_a": [[-0.686, 1.232, -0.463], [0.111, 0.707, 0.503], [-1.249, 3.527, 0.933], [1.403, 0.200, 0.007], [0.165, 0.324, -0.265], [-0.259, 0.022, 0.202], [1.391, 0.620, 0.460], [1.187, -2.905, -0.125], [-0.563, -1.404, -1.464], [-0.883, 0.660, 1.165], [-0.616, -2.984, -0.953]], "orbital_gap_ev": 7.37, "smiles": "C[P@H](I)=CO", "total_energy_ev": -21605.978, "fmax_ha_per_bohr": 0.0750, "multiplicity": 1}